Record 1
A 2-piece molecular cluster, Cl2H2NPS overall in a non-equilibrium geometry, computed with ωB97M-V/def2-TZVPD.

Last columns: bonded neighbours and bond lengths (Å).
Atoms and positions in Å:
1 N -0.04 -0.29 0.40  P2 1.678, H6 1.013, H7 1.010
2 P 1.17 -0.96 1.35  N1 1.678, Cl4 2.034, Cl5 2.006
3 S 2.40 -3.69 0.56  no bonds
4 Cl 2.70 0.37 1.14  P2 2.034
5 Cl 0.49 -0.44 3.16  P2 2.006
6 H -0.11 0.72 0.36  N1 1.013
7 H -0.15 -0.72 -0.51  N1 1.010

Properties
**HOMO (spin up / spin down)**: -9.53 / -9.53 eV
**Total charge**: 0
**Gap between HOMO and LUMO (spin up / spin down)**: 0.2671 / 0.2662 Ha



Record 2
A 14-piece molecular cluster, C56H84O42 overall in a non-equilibrium geometry, computed with ωB97M-V/def2-TZVPD.

Last columns: bonded neighbours and bond lengths (Å).
Atoms and positions in Å:
1 C -1.11 4.41 -0.43  C2 1.560, H8 1.090, H9 1.090, H10 1.090
2 C -1.00 5.74 -1.24  C1 1.560, C3 1.560, O7 1.409, H11 1.090
3 C 0.17 5.84 -2.27  C2 1.560, O4 1.403, H12 1.090, H13 1.090
4 O -0.57 6.29 -3.37  C3 1.403, C5 1.324
5 C -1.89 6.27 -3.20  O4 1.324, O6 1.219, O7 1.323
6 O -2.79 6.56 -3.97  C5 1.219
7 O -2.19 5.85 -1.98  C2 1.409, C5 1.323
8 H -1.24 3.53 -1.07  C1 1.090
9 H -1.94 4.50 0.27  C1 1.090
10 H -0.22 4.27 0.17  C1 1.090
11 H -0.87 6.54 -0.50  C2 1.090
12 H 0.67 4.91 -2.54  C3 1.090
13 H 0.92 6.58 -1.99  C3 1.090
14 C -7.14 2.75 1.88  C15 1.557, H21 1.090, H22 1.090, H23 1.090
15 C -5.69 2.51 2.40  C14 1.557, C16 1.558, O20 1.411, H24 1.090
16 C -5.55 1.16 3.15  C15 1.558, O17 1.443, H25 1.090, H26 1.090
17 O -4.23 0.76 2.74  C16 1.443, C18 1.344
18 C -3.87 1.38 1.61  O17 1.344, O19 1.175, O20 1.362
19 O -2.90 1.14 0.98  C18 1.175
20 O -4.79 2.34 1.33  C15 1.411, C18 1.362
21 H -7.68 1.86 1.54  C14 1.090
22 H -7.09 3.40 1.01  C14 1.090
23 H -7.72 3.19 2.69  C14 1.090
24 H -5.22 3.35 2.91  C15 1.090
25 H -6.32 0.40 2.95  C16 1.090
26 H -5.71 1.34 4.21  C16 1.090
27 C -0.76 -0.41 -1.54  C28 1.566, H34 1.090, H35 1.090, H36 1.090
28 C -0.02 0.15 -0.27  C27 1.566, C29 1.538, O33 1.403, H37 1.090
29 C -0.20 -0.61 1.05  C28 1.538, O30 1.383, H38 1.090, H39 1.090
30 O 1.10 -0.69 1.52  C29 1.383, C31 1.325
31 C 1.99 -0.45 0.57  O30 1.325, O32 1.236, O33 1.350
32 O 3.22 -0.54 0.72  C31 1.236
33 O 1.36 0.06 -0.50  C28 1.403, C31 1.350
34 H -0.62 0.34 -2.31  C27 1.090
35 H -1.82 -0.21 -1.36  C27 1.090
36 H -0.49 -1.42 -1.84  C27 1.090
37 H -0.15 1.22 -0.13  C28 1.090
38 H -0.71 -1.58 1.01  C29 1.090
39 H -0.82 -0.09 1.78  C29 1.090
40 C 6.60 0.04 1.16  C41 1.552, H47 1.090, H48 1.090, H49 1.090
41 C 7.96 -0.69 1.31  C40 1.552, C42 1.543, O46 1.418, H50 1.090
42 C 8.32 -0.95 2.78  C41 1.543, O43 1.452, H51 1.090, H52 1.090
43 O 8.94 -2.27 2.74  C42 1.452, C44 1.375
44 C 8.58 -2.88 1.57  O43 1.375, O45 1.224, O46 1.336
45 O 8.67 -4.05 1.24  C44 1.224
46 O 7.97 -2.00 0.76  C41 1.418, C44 1.336
47 H 6.29 -0.04 0.12  C40 1.090
48 H 6.77 1.08 1.44  C40 1.090
49 H 5.83 -0.43 1.78  C40 1.090
50 H 8.74 -0.18 0.73  C41 1.090
51 H 7.40 -1.01 3.36  C42 1.090
52 H 8.93 -0.13 3.16  C42 1.090
53 C -4.62 -1.84 -1.14  C54 1.527, H60 1.090, H61 1.090, H62 1.090
54 C -6.10 -1.97 -0.79  C53 1.527, C55 1.559, O59 1.359, H63 1.090
55 C -7.09 -1.16 -1.69  C54 1.559, O56 1.429, H64 1.090, H65 1.090
56 O -8.07 -2.12 -2.08  C55 1.429, C57 1.361
57 C -7.69 -3.34 -1.62  O56 1.361, O58 1.242, O59 1.341
58 O -8.37 -4.37 -1.77  C57 1.242
59 O -6.44 -3.24 -1.13  C54 1.359, C57 1.341
60 H -4.06 -2.45 -0.43  C53 1.090
61 H -4.23 -0.82 -1.09  C53 1.090
62 H -4.25 -2.13 -2.12  C53 1.090
63 H -6.37 -1.74 0.24  C54 1.090
64 H -6.54 -0.68 -2.50  C55 1.090
65 H -7.49 -0.41 -1.01  C55 1.090
66 C 0.06 -4.34 4.44  C67 1.540, H73 1.090, H74 1.090, H75 1.090
67 C -0.02 -3.27 5.54  C66 1.540, C68 1.546, O72 1.365, H76 1.090
68 C 0.58 -1.93 5.06  C67 1.546, O69 1.413, H77 1.090, H78 1.090
69 O -0.45 -0.99 5.33  C68 1.413, C70 1.279
70 C -1.48 -1.56 5.83  O69 1.279, O71 1.250, O72 1.363
71 O -2.47 -0.95 6.29  C70 1.250
72 O -1.31 -2.91 5.81  C67 1.365, C70 1.363
73 H -0.43 -4.08 3.50  C66 1.090
74 H -0.35 -5.27 4.82  C66 1.090
75 H 1.02 -4.68 4.05  C66 1.090
76 H 0.59 -3.58 6.39  C67 1.090
77 H 0.83 -2.00 4.01  C68 1.090
78 H 1.46 -1.61 5.61  C68 1.090
79 C -1.95 2.62 5.94  C80 1.496, H86 1.090, H87 1.090, H88 1.090
80 C -0.79 2.79 5.00  C79 1.496, C81 1.572, O85 1.416, H89 1.090
81 C -0.83 1.94 3.68  C80 1.572, O82 1.456, H90 1.090, H91 1.090
82 O -0.58 2.95 2.65  C81 1.456, C83 1.350
83 C -0.58 4.17 3.22  O82 1.350, O84 1.260, O85 1.281
84 O -0.53 5.21 2.51  C83 1.260
85 O -0.82 4.10 4.48  C80 1.416, C83 1.281
86 H -2.91 2.92 5.53  C79 1.090
87 H -1.84 3.25 6.82  C79 1.090
88 H -1.94 1.62 6.36  C79 1.090
89 H 0.08 2.57 5.62  C80 1.090
90 H -1.82 1.50 3.57  C81 1.090
91 H -0.10 1.12 3.70  C81 1.090
92 C -1.76 -5.02 -1.53  C93 1.548, H99 1.090, H100 1.090, H101 1.090
93 C -0.80 -4.64 -0.37  C92 1.548, C94 1.506, O98 1.406, H102 1.090
94 C -0.12 -5.80 0.31  C93 1.506, O95 1.380, H103 1.090, H104 1.090
95 O 1.24 -5.57 0.25  C94 1.380, C96 1.363
96 C 1.47 -4.47 -0.52  O95 1.363, O97 1.227, O98 1.343
97 O 2.58 -4.03 -0.77  C96 1.227
98 O 0.29 -3.95 -0.92  C93 1.406, C96 1.343
99 H -2.56 -4.28 -1.59  C92 1.090
100 H -2.18 -6.02 -1.56  C92 1.090
101 H -1.30 -4.82 -2.50  C92 1.090
102 H -1.25 -4.02 0.41  C93 1.090
103 H -0.36 -6.72 -0.22  C94 1.090
104 H -0.49 -5.88 1.33  C94 1.090
105 C 1.44 -0.38 -4.74  C106 1.525, H112 1.090, H113 1.090, H114 1.090
106 C 1.39 1.10 -5.12  C105 1.525, C107 1.537, O111 1.407, H115 1.090
107 C 0.85 1.41 -6.53  C106 1.537, O108 1.371, H116 1.090, H117 1.090
108 O 0.01 2.47 -6.30  C107 1.371, C109 1.268
109 C -0.33 2.56 -5.08  O108 1.268, O110 1.194, O111 1.348
110 O -1.17 3.31 -4.67  C109 1.194
111 O 0.37 1.68 -4.34  C106 1.407, C109 1.348
112 H 2.29 -0.88 -5.21  C105 1.090
113 H 0.60 -0.89 -5.19  C105 1.090
114 H 1.39 -0.46 -3.66  C105 1.090
115 H 2.35 1.59 -4.98  C106 1.090
116 H 0.24 0.57 -6.86  C107 1.090
117 H 1.59 1.65 -7.29  C107 1.090
118 C 5.45 -4.66 1.70  C119 1.492, H125 1.090, H126 1.090, H127 1.090
119 C 4.73 -3.38 2.00  C118 1.492, C120 1.542, O124 1.448, H128 1.090
120 C 3.38 -3.44 2.74  C119 1.542, O121 1.413, H129 1.090, H130 1.090
121 O 3.55 -2.58 3.85  C120 1.413, C122 1.303
122 C 4.79 -2.22 4.02  O121 1.303, O123 1.207, O124 1.366
123 O 5.28 -1.50 4.86  C122 1.207
124 O 5.54 -2.75 3.02  C119 1.448, C122 1.366
125 H 6.25 -4.62 0.96  C118 1.090
126 H 4.70 -5.35 1.32  C118 1.090
127 H 5.89 -5.04 2.62  C118 1.090
128 H 4.70 -2.71 1.14  C119 1.090
129 H 3.14 -4.46 3.03  C120 1.090
130 H 2.56 -3.10 2.10  C120 1.090
131 C 3.58 2.46 2.61  C132 1.515, H138 1.090, H139 1.090, H140 1.090
132 C 4.01 1.55 3.74  C131 1.515, C133 1.533, O137 1.406, H141 1.090
133 C 4.68 2.22 4.95  C132 1.533, O134 1.397, H142 1.090, H143 1.090
134 O 4.00 1.71 6.05  C133 1.397, C135 1.360
135 C 2.88 1.04 5.68  O134 1.360, O136 1.187, O137 1.332
136 O 2.06 0.51 6.36  C135 1.187
137 O 2.93 0.90 4.35  C132 1.406, C135 1.332
138 H 2.73 3.10 2.87  C131 1.090
139 H 3.21 1.94 1.72  C131 1.090
140 H 4.45 2.99 2.23  C131 1.090
141 H 4.60 0.73 3.32  C132 1.090
142 H 4.62 3.31 4.88  C133 1.090
143 H 5.73 1.93 4.94  C133 1.090
144 C -0.81 -4.74 -7.44  C145 1.552, H151 1.090, H152 1.090, H153 1.090
145 C -1.93 -3.90 -6.77  C144 1.552, C146 1.491, O150 1.420, H154 1.090
146 C -2.81 -4.72 -5.89  C145 1.491, O147 1.447, H155 1.090, H156 1.090
147 O -2.85 -4.02 -4.62  C146 1.447, C148 1.367
148 C -2.02 -2.94 -4.70  O147 1.367, O149 1.224, O150 1.332
149 O -1.88 -2.10 -3.82  C148 1.224
150 O -1.39 -2.94 -5.87  C145 1.420, C148 1.332
151 H -0.19 -5.26 -6.72  C144 1.090
152 H -0.15 -4.06 -7.98  C144 1.090
153 H -1.14 -5.53 -8.12  C144 1.090
154 H -2.62 -3.43 -7.47  C145 1.090
155 H -2.39 -5.71 -5.74  C146 1.090
156 H -3.76 -4.81 -6.40  C146 1.090
157 C 2.18 2.64 -1.95  C158 1.508, H164 1.090, H165 1.090, H166 1.090
158 C 3.34 3.34 -1.29  C157 1.508, C159 1.477, O163 1.387, H167 1.090
159 C 4.52 3.49 -2.17  C158 1.477, O160 1.443, H168 1.090, H169 1.090
160 O 4.76 4.92 -2.18  C159 1.443, C161 1.340
161 C 3.80 5.57 -1.51  O160 1.340, O162 1.229, O163 1.355
162 O 3.74 6.79 -1.43  C161 1.229
163 O 2.91 4.64 -1.08  C158 1.387, C161 1.355
164 H 2.51 1.67 -2.32  C157 1.090
165 H 2.03 3.19 -2.88  C157 1.090
166 H 1.35 2.58 -1.25  C157 1.090
167 H 3.70 2.93 -0.34  C158 1.090
168 H 4.45 3.05 -3.17  C159 1.090
169 H 5.33 3.00 -1.64  C159 1.090
170 C -3.52 0.80 -3.95  C171 1.592, H177 1.090, H178 1.090, H179 1.090
171 C -3.71 1.88 -2.80  C170 1.592, C172 1.544, O176 1.453, H180 1.090
172 C -4.13 3.19 -3.52  C171 1.544, O173 1.470, H181 1.090, H182 1.090
173 O -5.29 3.61 -2.72  C172 1.470, C174 1.355
174 C -5.73 2.58 -1.96  O173 1.355, O175 1.233, O176 1.315
175 O -6.80 2.61 -1.36  C174 1.233
176 O -4.94 1.54 -2.11  C171 1.453, C174 1.315
177 H -2.67 0.95 -4.62  C170 1.090
178 H -4.29 0.74 -4.71  C170 1.090
179 H -3.45 -0.20 -3.51  C170 1.090
180 H -2.93 2.01 -2.05  C171 1.090
181 H -4.35 3.14 -4.58  C172 1.090
182 H -3.35 3.95 -3.60  C172 1.090

Properties
**HOMO**: -10.19 eV
**Total charge**: 0
**Gap between HOMO and LUMO**: 0.3683 Ha